# C6H14

A 2-piece molecular cluster, C6H14 overall at a distorted geometry (wB97M-V/def2-TZVPD, the Open Molecules 2025 dataset).

Cartesian coordinates (Å):
C -2.0023 -0.6191 1.1899
C -1.6979 -0.3951 -0.2838
H -1.3830 -0.1095 1.9286
C 2.2123 0.5058 -0.0810
H -2.3634 -1.0598 -0.8242
H 2.2723 -0.8114 1.5983
H -2.9561 -0.1436 1.4863
H -2.1498 -1.6706 1.4173
H -1.4650 1.1740 -1.7472
H 1.9233 -0.2179 -2.1352
H -1.3985 1.7710 -0.0804
H 2.3566 0.9232 1.9561
C -1.8776 1.0536 -0.7461
H -0.6368 -0.5980 -0.4116
H -2.9399 1.3011 -0.7293
H 2.3971 1.5513 -0.3105
C 2.3280 -0.5185 -1.1686
C 2.3119 0.1885 1.1928
H 1.7228 -1.4260 -1.0357
H 3.3462 -0.8990 -1.2155

Values from the calculation:
* E_tot: -236.9542 hartree
* SMILES string: C=CC.CCC
* LUMO energy: 1.14 eV
* gap between HOMO and LUMO: 10.891 eV
* relative energy (zero: lowest compared OMol25 entry of this formula, charge and spin): 150.2 kJ/mol